Record 1
Entry from the Open Molecules 2025 dataset: C32H22Br2N3O2PPdS2 as an isolated structure (ωB97M-V with the def2-TZVPD basis set).

HOMO energy   -7.396 eV
Gap between HOMO and LUMO   5.842 eV

```
! wB97M-V def2-TZVPD RIJCOSX def2/J DEFGRID3
* xyz 0 1
Pd 0.958 1.108 -0.649
O 4.647 2.392 -1.498
C 3.479 2.201 -1.221
O 2.912 1.073 -1.055
C 2.556 3.414 -1.054
C 3.116 4.688 -0.901
C 2.288 5.762 -0.710
C 0.890 5.566 -0.750
C -0.033 6.617 -0.584
C -1.379 6.395 -0.709
C -1.853 5.117 -1.034
C -0.984 4.067 -1.181
C 0.398 4.253 -1.002
N 1.247 3.192 -1.099
H 4.191 4.764 -0.935
H 2.680 6.754 -0.546
H 0.346 7.603 -0.360
H -2.077 7.207 -0.581
H -2.911 4.960 -1.169
H -1.339 3.085 -1.460
Br -5.567 0.839 0.523
C -3.696 0.913 0.219
C -3.192 0.634 -1.067
C -1.833 0.738 -1.245
N -0.988 1.041 -0.262
C -1.454 1.233 1.011
C -2.848 1.234 1.242
C -0.470 1.323 2.045
C -0.769 1.092 3.403
C 0.259 1.033 4.306
Br -0.106 0.669 6.132
C 1.586 1.207 3.889
C 1.799 1.458 2.549
N 0.824 1.533 1.653
H -3.848 0.359 -1.875
H -1.377 0.565 -2.220
H -3.237 1.475 2.218
H -1.786 0.910 3.709
H 2.403 1.141 4.587
H 2.805 1.619 2.178
S 3.268 -3.364 -1.419
P 1.375 -3.118 -0.917
S 0.531 -1.248 -0.764
C 0.245 -3.954 -2.098
C 0.338 -5.338 -2.179
C -0.524 -6.037 -3.004
C -1.475 -5.356 -3.749
C -1.544 -3.974 -3.691
C -0.682 -3.269 -2.869
C 0.924 -3.923 0.667
C 1.841 -4.702 1.355
C 1.461 -5.325 2.532
C 0.175 -5.162 3.020
C -0.740 -4.382 2.329
C -0.371 -3.764 1.150
H 1.088 -5.856 -1.596
H -0.459 -7.113 -3.068
H -2.162 -5.903 -4.377
H -2.272 -3.443 -4.287
H -0.732 -2.192 -2.817
H 2.844 -4.811 0.967
H 2.168 -5.939 3.069
H -0.117 -5.645 3.941
H -1.744 -4.261 2.709
H -1.071 -3.148 0.603
*
```

Record 2
Entry from the Open Molecules 2025 dataset: C32H22BrF4IN2O2PPd as an isolated structure (ωB97M-V with the def2-TZVPD basis set).

HOMO energy   -10.707 eV
Gap between HOMO and LUMO   6.742 eV

```
! wB97M-V def2-TZVPD RIJCOSX def2/J DEFGRID3
* xyz 1 1
Pd -0.085 0.409 -0.106
C -4.219 -1.631 -0.974
C -3.892 -1.367 0.462
N -4.797 -1.597 1.375
C -4.504 -1.374 2.676
C -3.279 -0.953 3.103
C -3.040 -0.725 4.574
O -2.583 0.597 4.864
C -2.272 -0.687 2.132
C -0.990 -0.254 2.620
N -0.045 0.332 1.968
C 1.070 0.836 2.716
C 0.895 1.340 4.005
C 1.977 1.816 4.729
C 3.248 1.818 4.174
C 3.431 1.366 2.876
C 2.343 0.895 2.167
I 2.593 0.342 0.167
C -2.579 -0.875 0.783
O -1.763 -0.719 -0.223
H -5.203 -2.088 -1.040
H -3.471 -2.283 -1.428
H -4.210 -0.699 -1.545
H -5.305 -1.550 3.384
H -2.268 -1.394 4.959
H -3.955 -0.951 5.124
H -3.303 1.212 4.689
H -0.825 -0.408 3.680
H -0.101 1.373 4.429
H 1.821 2.200 5.727
H 4.094 2.193 4.734
H 4.412 1.394 2.423
F -3.635 4.762 -4.525
C -2.895 3.790 -4.027
C -2.306 2.864 -4.867
F -2.474 2.948 -6.177
C -1.534 1.855 -4.322
F -0.958 1.006 -5.174
C -1.341 1.717 -2.951
P -0.260 0.370 -2.351
C 1.285 0.714 -3.238
C 1.955 1.903 -2.940
C 3.129 2.220 -3.602
C 3.645 1.348 -4.554
C 2.982 0.168 -4.850
C 1.798 -0.152 -4.198
C -0.900 -1.203 -2.928
C -2.036 -1.353 -3.712
C -2.439 -2.621 -4.104
C -1.718 -3.737 -3.706
C -0.597 -3.592 -2.899
C -0.192 -2.329 -2.503
C -1.917 2.688 -2.125
Br -1.645 2.773 -0.261
C -2.690 3.702 -2.660
F -3.244 4.627 -1.886
H 1.557 2.583 -2.195
H 3.642 3.145 -3.376
H 4.564 1.596 -5.068
H 3.378 -0.505 -5.599
H 1.272 -1.063 -4.450
H -2.625 -0.498 -4.013
H -3.323 -2.733 -4.716
H -2.036 -4.724 -4.015
H -0.043 -4.461 -2.572
H 0.670 -2.219 -1.854
*
```

Record 3
Entry from the Open Molecules 2025 dataset: C32H22F12N2O9STa as an isolated structure (ωB97M-V with the def2-TZVPD basis set).

HOMO energy (spin up / spin down)   -1.764 / -2.895 eV
Gap between HOMO and LUMO (spin up / spin down)   5.745 / 6.874 eV

```
! wB97M-V def2-TZVPD RIJCOSX def2/J DEFGRID3
* xyz -2 2
Ta -0.075 0.445 0.022
C 0.104 -0.893 7.347
C 0.247 -0.387 5.936
C 1.066 0.689 5.617
C 1.209 1.121 4.319
C 0.555 0.508 3.216
N 0.722 1.000 1.945
C 1.613 2.079 1.780
C 2.980 1.908 2.013
C 3.879 2.942 1.855
C 3.447 4.202 1.452
C 4.409 5.350 1.289
C 2.095 4.371 1.190
C 1.179 3.336 1.328
C -0.288 3.469 0.894
O -0.743 2.321 0.301
C -1.171 3.805 2.128
F -1.096 2.853 3.055
F -0.788 4.959 2.716
F -2.465 3.942 1.801
C -0.498 4.571 -0.190
F -1.723 4.507 -0.716
F -0.341 5.834 0.272
F 0.374 4.414 -1.189
C -0.311 -0.557 3.554
C -0.433 -0.967 4.883
C -1.217 -1.225 2.521
O -0.878 -1.028 1.226
C -2.657 -0.656 2.698
F -2.644 0.660 2.426
F -3.171 -0.780 3.937
F -3.527 -1.235 1.860
C -1.261 -2.783 2.700
F -2.059 -3.205 3.713
F -0.037 -3.273 2.953
F -1.708 -3.384 1.602
H 0.124 -0.072 8.067
H 0.909 -1.582 7.618
H -0.839 -1.427 7.477
H 1.596 1.217 6.405
H 1.829 1.985 4.138
H 3.312 0.926 2.329
H 4.935 2.767 2.035
H 5.432 4.988 1.176
H 4.387 6.015 2.157
H 4.164 5.948 0.411
H 1.759 5.339 0.842
H -1.115 -1.776 5.109
O -6.351 1.254 -3.377
C -5.309 0.904 -3.962
O -5.088 0.657 -5.161
C -4.062 0.790 -3.040
C -4.141 1.075 -1.685
C -3.013 0.977 -0.899
N -1.814 0.622 -1.384
C -1.728 0.348 -2.697
C -2.824 0.410 -3.539
C -0.418 -0.014 -3.352
O -0.375 -0.745 -4.292
O 0.741 0.697 -3.058
H -5.094 1.370 -1.269
H -3.047 1.196 0.160
H -2.727 0.178 -4.589
C 3.361 -1.750 -1.330
C 2.242 -1.825 -0.304
C 2.557 -2.788 0.823
O 2.014 -0.528 0.281
C 0.942 -2.236 -1.030
O 0.784 -3.365 -1.433
O 0.132 -1.235 -1.158
H 4.288 -1.426 -0.849
H 3.110 -1.044 -2.125
H 3.510 -2.734 -1.773
H 2.572 -3.807 0.438
H 1.790 -2.716 1.593
H 3.525 -2.542 1.265
H 2.573 0.145 -0.162
S 2.533 1.900 -1.734
C 1.081 1.113 -1.810
*
```

Record 4
Entry from the Open Molecules 2025 dataset: C32H23Br2F5N5O2SSeTeTl as an isolated structure (ωB97M-V with the def2-TZVPD basis set).

HOMO energy   -7.006 eV
Gap between HOMO and LUMO   5.588 eV

```
! wB97M-V def2-TZVPD RIJCOSX def2/J DEFGRID3
* xyz 0 1
Tl 0.072 -2.596 -0.494
O -0.481 2.000 -0.004
C -0.719 0.820 -0.526
N -1.347 -0.185 -0.009
C -1.939 -0.112 1.232
O -1.952 0.868 1.974
C -2.677 -1.346 1.652
C -3.715 -1.226 2.562
C -4.410 -2.372 2.915
C -4.026 -3.579 2.361
C -2.955 -3.601 1.476
N -2.294 -2.505 1.122
C -0.219 0.681 -1.932
C 0.110 1.804 -2.675
C 0.526 1.619 -3.987
C 0.621 0.334 -4.485
C 0.299 -0.732 -3.650
N -0.127 -0.561 -2.407
H -3.961 -0.257 2.971
H -5.236 -2.320 3.611
H -4.541 -4.499 2.604
H -2.615 -4.526 1.030
H 0.035 2.786 -2.235
H 0.777 2.472 -4.605
H 0.949 0.142 -5.497
H 0.408 -1.755 -3.991
Br 0.315 -4.220 2.968
C 0.997 -2.642 3.829
Br -0.414 -1.445 4.374
H 1.629 -2.111 3.126
H 1.528 -2.946 4.721
F -2.504 -6.342 -4.065
C -2.122 -5.475 -3.129
C -1.325 -5.988 -2.045
F -1.288 -5.117 -0.930
C -0.133 -5.851 -2.853
F 0.531 -6.936 -3.235
C 0.283 -4.622 -3.476
Se 1.959 -3.996 -3.756
C -0.923 -4.212 -4.139
F -0.868 -4.161 -5.466
C -2.188 -4.075 -3.468
F -2.092 -3.212 -2.360
C -1.463 3.878 1.905
Te 0.082 2.380 1.906
C 1.224 4.143 1.535
C 0.604 4.995 2.608
C 1.348 5.825 3.441
C 0.713 6.556 4.431
C -0.660 6.439 4.613
C -1.404 5.592 3.808
C -0.782 4.871 2.795
H -2.400 3.479 2.281
H -1.589 4.243 0.884
H 1.012 4.468 0.515
H 2.286 3.956 1.657
H 2.420 5.899 3.309
H 1.290 7.208 5.072
H -1.150 7.006 5.394
H -2.471 5.488 3.963
C 4.390 -1.103 -2.533
C 3.778 -0.012 -1.715
C 3.980 1.333 -2.025
C 3.374 2.258 -1.204
N 2.635 1.918 -0.151
C 2.498 0.606 0.075
S 1.575 0.113 1.486
N 3.034 -0.368 -0.670
H 5.477 -1.080 -2.434
H 4.153 -0.975 -3.591
H 4.021 -2.068 -2.200
H 4.579 1.633 -2.873
H 3.478 3.322 -1.392
*
```

Record 5
Entry from the Open Molecules 2025 dataset: C32H23BrN4O5S4Sr as an isolated structure (ωB97M-V with the def2-TZVPD basis set).

HOMO energy   -7.867 eV
Gap between HOMO and LUMO   7.090 eV

```
! wB97M-V def2-TZVPD RIJCOSX def2/J DEFGRID3
* xyz 0 1
Sr 0.609 -0.531 -0.137
S -0.786 0.261 7.284
C -2.473 0.137 7.527
C -3.131 -0.147 6.372
C -2.252 -0.258 5.262
C -0.942 -0.061 5.600
C 0.232 -0.099 4.721
C 0.065 0.020 3.324
N 1.054 -0.002 2.462
C 2.319 -0.102 2.928
C 2.597 -0.251 4.292
C 3.957 -0.387 4.729
C 4.972 -0.350 3.846
C 4.725 -0.164 2.444
C 5.759 -0.093 1.499
C 5.463 0.109 0.170
C 4.100 0.239 -0.180
N 3.112 0.159 0.679
C 3.410 -0.041 1.980
C 6.488 0.195 -0.876
C 6.337 -0.033 -2.215
C 7.544 0.136 -2.944
C 8.584 0.494 -2.144
S 8.112 0.626 -0.508
C 1.517 -0.252 5.185
H -2.883 0.278 8.514
H -4.201 -0.272 6.307
H -2.585 -0.491 4.261
H -0.927 0.146 2.899
H 4.149 -0.521 5.786
H 5.997 -0.454 4.180
H 6.786 -0.212 1.825
H 3.820 0.449 -1.205
H 5.402 -0.330 -2.667
H 7.628 -0.004 -4.011
H 9.606 0.691 -2.424
H 1.708 -0.382 6.245
Br 1.452 -0.063 -3.980
C -0.376 0.210 -3.549
C -1.325 0.187 -4.559
C -2.649 0.383 -4.195
C -2.963 0.616 -2.864
C -1.929 0.652 -1.947
N -0.652 0.423 -2.282
C -2.234 0.928 -0.466
O -3.406 0.947 -0.132
O -1.211 1.098 0.295
H -1.032 0.011 -5.583
H -3.424 0.353 -4.950
H -3.971 0.774 -2.513
S 1.846 2.462 -1.234
C 1.810 3.004 0.364
N 0.663 2.916 1.090
C 0.544 3.271 2.388
C 1.608 3.772 3.071
C 2.832 3.895 2.376
C 2.930 3.532 1.066
H -0.132 2.423 0.648
H -0.434 3.122 2.824
H 1.511 4.054 4.108
H 3.700 4.283 2.895
H 3.856 3.619 0.515
C 2.232 -4.534 -1.402
S 1.057 -3.553 -0.520
O 0.128 -4.451 0.112
O 1.835 -2.718 0.425
O 0.437 -2.646 -1.520
H 2.729 -5.181 -0.684
H 2.947 -3.874 -1.887
H 1.692 -5.126 -2.136
*
```

Record 6
Entry from the Open Molecules 2025 dataset: C32H23F5IrN4S3Se as an isolated structure (ωB97M-V with the def2-TZVPD basis set).

HOMO energy (spin up / spin down)   -4.508 / -4.510 eV
Gap between HOMO and LUMO (spin up / spin down)   5.377 / 5.379 eV

```
! wB97M-V def2-TZVPD RIJCOSX def2/J DEFGRID3
* xyz -1 1
Ir 0.818 0.773 -0.931
C 5.812 2.545 0.171
S 5.597 1.419 -1.240
C 3.871 1.160 -1.281
S 2.878 1.409 0.149
N 3.381 0.711 -2.388
N 2.099 0.435 -2.425
C 1.515 0.050 -3.561
C 0.135 -0.139 -3.561
C -0.570 -0.599 -4.699
C -1.925 -0.738 -4.653
C -2.599 -0.428 -3.455
C -1.865 -0.022 -2.363
N -0.545 0.128 -2.387
H 6.829 2.399 0.519
H 5.107 2.280 0.951
H 5.675 3.574 -0.144
H 2.116 -0.094 -4.449
H -0.001 -0.835 -5.586
H -2.474 -1.077 -5.520
H -3.669 -0.523 -3.389
H -2.353 0.193 -1.421
C -4.495 -5.618 -0.025
C -3.226 -4.843 -0.240
C -2.714 -4.022 0.755
C -1.541 -3.305 0.583
C -0.992 -2.461 1.684
C -0.850 -3.402 -0.631
Se 0.792 -2.437 -0.873
C -1.327 -4.255 -1.633
C -0.609 -4.421 -2.935
C -2.506 -4.955 -1.422
H -5.062 -5.202 0.807
H -4.268 -6.661 0.203
H -5.117 -5.603 -0.919
H -3.241 -3.937 1.696
H -1.621 -2.506 2.571
H -0.907 -1.424 1.354
H 0.015 -2.798 1.936
H -0.858 -3.601 -3.611
H -0.889 -5.365 -3.403
H 0.469 -4.408 -2.782
H -2.863 -5.611 -2.207
N -2.310 1.633 8.428
C -1.939 1.461 7.354
C -1.527 1.285 6.019
C -1.982 2.194 5.056
C -1.609 2.050 3.742
C -0.764 1.001 3.355
C -0.341 0.072 4.316
C -0.716 0.212 5.632
C -0.359 0.899 2.015
C -0.075 0.843 0.827
H -2.628 3.003 5.364
H -1.952 2.742 2.987
H 0.286 -0.753 4.012
H -0.392 -0.503 6.377
F 4.296 6.194 1.052
C 3.352 5.548 0.343
C 2.142 5.206 0.941
F 1.905 5.570 2.213
C 1.184 4.505 0.230
F 0.028 4.196 0.835
C 1.395 4.121 -1.108
S 0.241 3.190 -1.984
C 2.602 4.528 -1.699
F 2.843 4.241 -2.986
C 3.573 5.213 -0.989
F 4.731 5.562 -1.578
*
```

Record 7
Entry from the Open Molecules 2025 dataset: C32H23F5MgN3S2SbSe as an isolated structure (ωB97M-V with the def2-TZVPD basis set).

HOMO energy   -7.688 eV
Gap between HOMO and LUMO   6.774 eV

```
! wB97M-V def2-TZVPD RIJCOSX def2/J DEFGRID3
* xyz 0 1
Mg 0.172 -0.643 0.358
C -2.568 4.262 1.299
S -2.949 2.640 1.983
C -1.832 1.601 1.139
S -1.867 -0.039 1.661
N -1.109 2.165 0.200
N -0.234 1.289 -0.373
C 0.447 1.695 -1.373
C 1.458 0.779 -1.923
C 2.320 1.169 -2.936
C 3.286 0.274 -3.364
C 3.352 -0.979 -2.777
C 2.449 -1.291 -1.773
N 1.524 -0.435 -1.353
H -3.232 4.956 1.811
H -2.757 4.289 0.229
H -1.532 4.525 1.497
H 0.316 2.693 -1.784
H 2.243 2.161 -3.358
H 3.984 0.556 -4.141
H 4.094 -1.704 -3.079
H 2.460 -2.248 -1.264
F -3.100 -6.347 -1.319
C -2.176 -5.572 -0.750
C -2.035 -4.251 -1.137
F -2.820 -3.743 -2.088
C -1.069 -3.477 -0.526
F -0.974 -2.186 -0.965
C -0.217 -3.939 0.469
Se 1.094 -2.829 1.300
C -0.389 -5.271 0.825
F 0.381 -5.818 1.769
C -1.346 -6.079 0.235
F -1.478 -7.351 0.611
C 4.904 3.241 -1.554
C 5.373 2.050 -1.019
C 4.663 1.412 -0.009
C 3.477 1.956 0.474
C 3.012 3.151 -0.075
C 3.723 3.793 -1.079
Sb 2.316 0.930 1.953
C 3.938 0.205 3.119
C 4.736 1.057 3.879
C 5.810 0.553 4.597
C 6.094 -0.806 4.563
C 5.300 -1.660 3.815
C 4.221 -1.157 3.099
C 1.719 2.643 3.055
C 0.477 2.587 3.682
C 0.005 3.674 4.406
C 0.773 4.823 4.508
C 2.011 4.888 3.883
C 2.482 3.805 3.157
H 5.464 3.743 -2.333
H 6.296 1.618 -1.382
H 5.047 0.488 0.409
H 2.091 3.594 0.290
H 3.357 4.727 -1.487
H 4.522 2.117 3.922
H 6.423 1.222 5.186
H 6.931 -1.197 5.126
H 5.510 -2.721 3.793
H 3.602 -1.843 2.530
H -0.140 1.698 3.601
H -0.965 3.619 4.881
H 0.407 5.671 5.072
H 2.610 5.787 3.958
H 3.440 3.877 2.656
*
```

What did we get for relative energy (zero: lowest compared OMol25 entry of this formula, charge and spin)? Answer: 24.2; 7.8; 0.0; 0.0; 6.5; 36.8; 1.6 kcal per mole, in the order shown.
What did we get for strongest force on any atom? Answer: 3.29; 1.05; 1.10; 1.11; 0.85; 3.60; 0.54 eV Å⁻¹, in the order shown.
What did we get for E_tot? Answer: -216632.537; -142392.203; -99954.862; -286936.042; -163980.969; -153796.367; -150615.728 eV, in the order shown.